Below is C44H47BiCl5N9O9S2 as an isolated structure in a non-equilibrium geometry, with properties calculated with ωB97M-V/def2-TZVPD.

```
! wB97M-V def2-TZVPD RIJCOSX def2/J DEFGRID3
* xyz -2 1
Bi 0.0444 2.1750 0.0930
C -1.5008 3.0241 -4.9864
C -0.2296 2.4376 -4.3676
C 1.0078 3.0202 -5.0544
C -0.2798 0.9193 -4.3761
C 0.3505 0.2561 -5.4188
C 0.3276 -1.1212 -5.5335
C -0.3167 -1.8576 -4.5642
C -0.9527 -1.2578 -3.4824
C -1.5789 -2.2016 -2.4632
C -2.7835 -2.9361 -3.0645
C -0.5652 -3.2227 -1.9330
C -0.9664 0.1591 -3.3852
N -1.6818 0.7527 -2.3108
C -2.9912 0.3013 -2.0614
O -3.6743 -0.1813 -2.9410
C -3.5305 0.4088 -0.6591
C -4.9066 0.4910 -0.5333
C -5.4535 0.5032 0.7354
C -4.6098 0.3634 1.8106
C -3.2341 0.2279 1.6078
N -2.6952 0.2801 0.3837
C -2.4431 -0.2254 2.8307
O -3.1204 -0.4714 3.8496
N -1.1440 -0.4145 2.6920
C -0.5185 -1.2881 3.5531
C -0.8169 -2.6831 3.4977
C -0.2263 -3.5618 4.3918
C 0.6887 -3.1222 5.3371
C 1.0496 -1.7843 5.3378
C 0.4928 -0.8717 4.4529
C 0.9769 0.5617 4.4625
C 2.5129 0.5971 4.4123
C 0.4564 1.3387 5.6736
C -1.7669 -3.2240 2.4451
C -3.1096 -3.6445 3.0510
C -1.1405 -4.3961 1.6811
H -1.4278 4.1134 -5.0027
H -1.6371 2.6539 -6.0056
H -2.3793 2.7623 -4.3995
H -0.1757 2.7557 -3.3279
H 0.9484 2.9223 -6.1410
H 1.0758 4.0814 -4.8113
H 1.9114 2.5322 -4.6915
H 0.8591 0.8324 -6.1800
H 0.8209 -1.6158 -6.3626
H -0.3277 -2.9384 -4.6458
H -1.9107 -1.6252 -1.6003
H -2.4793 -3.5478 -3.9178
H -3.2417 -3.5848 -2.3143
H -3.5250 -2.2165 -3.3983
H -0.1559 -3.8453 -2.7325
H 0.2403 -2.6885 -1.4342
H -1.0568 -3.8696 -1.2025
H -5.5170 0.5650 -1.4222
H -6.5230 0.6036 0.8740
H -4.9648 0.3490 2.8298
H -0.4959 -4.6140 4.3680
H 1.1086 -3.8128 6.0615
H 1.7768 -1.4458 6.0700
H 0.5738 1.0455 3.5740
H 2.9396 0.2357 5.3516
H 2.8668 -0.0395 3.6014
H 2.8737 1.6156 4.2534
H 0.6327 0.7828 6.5991
H 0.9595 2.3064 5.7399
H -0.6089 1.5378 5.5639
H -1.9492 -2.4198 1.7299
H -2.9698 -4.4499 3.7786
H -3.5559 -2.7891 3.5553
H -3.7947 -3.9921 2.2719
H -1.0332 -5.2751 2.3216
H -1.7647 -4.6748 0.8283
H -0.1505 -4.1203 1.3098
O -1.8953 3.6747 0.9230
O -3.1137 3.3830 0.5673
O -2.3697 2.8965 -2.0179
C -1.4823 2.1399 -1.7558
C 2.6377 -1.4503 -3.1992
N 3.4863 -0.8457 -2.2025
C 4.5895 -1.4180 -1.6011
C 5.0567 -0.5414 -0.6907
N 4.2419 0.5664 -0.7533
C 3.2540 0.3740 -1.6570
S 2.0498 1.4442 -2.1105
H 2.8337 -2.5212 -3.2267
H 2.8178 -1.0161 -4.1837
H 1.5960 -1.2678 -2.9402
H 4.9353 -2.4003 -1.8679
H 5.8914 -0.6067 -0.0180
H 4.2660 1.3749 -0.1508
N 1.9716 -4.4509 0.0091
C 2.5221 -3.7019 1.0243
N 3.3234 -4.3505 1.9013
N 2.3837 -2.4349 1.1496
C 1.5968 -1.6945 0.4070
N 0.9365 -1.0176 -0.2611
H 1.8218 -5.4286 0.1959
H 1.2064 -3.9991 -0.4743
H 3.6259 -5.2921 1.7494
H 3.7016 -3.8051 2.6568
O -0.2127 5.4468 2.1533
S -0.3228 4.1846 2.8493
O -1.7474 3.5562 2.5476
O 0.6191 3.1775 2.2908
O -0.2531 4.2741 4.2841
Cl 3.1600 3.0940 0.9244
C 2.3335 4.4500 0.2573
C 1.0656 4.2953 -0.2939
C 0.4615 5.4753 -0.7406
Cl -1.0926 5.4653 -1.4398
C 1.0846 6.7222 -0.6257
Cl 0.2792 8.1518 -1.1298
C 2.3606 6.8225 -0.0951
Cl 3.1512 8.3447 0.0220
C 3.0013 5.6697 0.3315
Cl 4.6130 5.7773 0.9360
*
```

Summary:
HOMO energy = -0.0805 Ha
E_LUMO = 3.317 eV
Frontier orbital gap = 0.202 hartree
F_max = 1.5 eV/Å
Energy above the lowest of the compared OMol25 structures with the same formula, charge and spin = 134.72 kJ/mol
M = 1296.29 g mol⁻¹

These are the Löwdin partial charges, in e, on atoms 1 to 2: Bi 1.7309; C -0.0474

***

Below is CH2N2O3S2 as an isolated structure in a non-equilibrium geometry, with properties calculated with ωB97M-V/def2-TZVPD.

```
! wB97M-V def2-TZVPD RIJCOSX def2/J DEFGRID3
* xyz 0 1
C -1.1293 -1.2459 -0.0410
N 0.9736 -1.4482 -0.3654
N -1.1194 -0.0188 -0.3684
O -1.3824 -2.3404 0.2563
O 1.1502 0.8925 -1.2566
O 0.8297 0.6835 1.1708
S -2.0887 1.2599 0.0681
S 0.8635 0.0825 -0.1367
H 1.2950 -1.9768 0.4737
H -1.1984 1.8267 0.9724
*
```

Summary:
HOMO energy = -0.3735 Ha
E_LUMO = -0.254 eV
Frontier orbital gap = 0.364 hartree
F_max = 2.2 eV/Å
Energy above the lowest of the compared OMol25 structures with the same formula, charge and spin = 150.20 kJ/mol
M = 154.17 g mol⁻¹

These are the natural (NBO) partial charges, in e, on atoms 1 to 2: C 0.9534; N -1.1059

***

Below is a 2-piece molecular cluster, C4H5I overall in a non-equilibrium geometry, with properties calculated with ωB97M-V/def2-TZVPD.

```
! wB97M-V def2-TZVPD RIJCOSX def2/J DEFGRID3
* xyz 0 1
C 0.3103 -2.9913 0.1864
C -0.0887 -1.8846 -0.1438
C -0.0473 1.2639 -0.1544
C -0.9997 0.3189 0.5313
I -2.9887 -0.1105 -0.0324
H 0.5851 -4.0583 0.1019
H -0.1017 1.2928 -1.1213
H 0.9370 0.9668 0.0504
H -0.2127 2.1905 0.3552
H -0.9429 0.2453 1.6485
*
```

Summary:
HOMO energy = -0.3387 Ha
E_LUMO = -1.190 eV
Frontier orbital gap = 0.295 hartree
F_max = 5.7 eV/Å
Energy above the lowest of the compared OMol25 structures with the same formula, charge and spin = 471.49 kJ/mol
M = 179.99 g mol⁻¹

These are the natural (NBO) partial charges, in e, on atoms 1 to 2: C -0.4381; C -0.1689

***

Below is C22H55Li2N6O9 as an isolated structure in a non-equilibrium geometry, with properties calculated with ωB97M-V/def2-TZVPD.

```
! wB97M-V def2-TZVPD RIJCOSX def2/J DEFGRID3
* xyz 1 1
Li -1.0005 2.5188 -5.8475
Li -3.5061 2.2748 -3.9760
C -0.3242 0.6290 -2.2497
C -0.4529 1.4261 -3.5567
O -1.4235 2.1910 -3.7638
O 0.4297 1.1992 -4.4353
H -1.3090 0.3861 -1.8507
H 0.4252 1.0689 -1.5917
H -0.0085 -0.3695 -2.5521
C -4.0289 -2.5933 -2.1453
O -4.7969 -2.8392 -1.2144
N -4.2209 -2.7320 -3.4098
N -2.8187 -2.1279 -1.9026
H -5.0621 -3.1836 -3.7393
H -3.5546 -2.5297 -4.1414
H -2.2273 -2.0082 -2.7125
H -2.4498 -1.9156 -0.9866
C 2.8960 1.7270 -7.6833
O 2.1451 1.3039 -8.5316
N 3.9479 2.4540 -7.9691
N 2.7493 1.3960 -6.3936
H 4.0866 2.7825 -8.9141
H 4.4514 2.7916 -7.1612
H 1.8703 0.9924 -6.1029
H 3.3369 1.9183 -5.7595
C 0.2473 1.1903 5.1771
C 0.8988 2.0922 4.1201
C 1.8419 1.1076 3.4025
C 2.3710 1.5824 2.0672
C 1.1691 1.9715 1.2140
C 0.2051 3.0586 1.8382
N -0.1410 2.6017 3.1747
O -1.1250 3.3854 3.7297
C 0.8198 4.4720 1.7530
C -0.9596 3.0164 0.7890
C 1.7174 3.2211 4.8105
H -0.2428 0.3247 4.7314
H -0.5832 1.4922 5.8153
H 1.0563 0.9260 5.8582
H 2.7076 0.9778 4.0521
H 1.3050 0.2063 3.1067
H 3.0764 0.8532 1.6688
H 3.0215 2.4515 2.1652
H 0.5932 1.0860 0.9449
H 1.4501 2.5024 0.3045
H 0.8870 4.7886 0.7121
H 0.2000 5.2243 2.2409
H 1.8580 4.5415 2.0777
H -1.4160 2.0321 0.6848
H -1.8349 3.5724 1.1250
H -0.7426 3.4821 -0.1723
H 2.3893 3.8815 4.2622
H 2.2288 2.7873 5.6698
H 0.9961 3.9172 5.2385
H -0.7636 4.2711 3.6483
C 1.5069 -2.4418 0.3044
C 0.3367 -3.0364 1.0324
C 1.0344 -3.3659 2.4484
C -0.0336 -3.9603 3.4392
C -1.1941 -2.9972 3.6373
C -1.7942 -2.4971 2.3573
N -0.7399 -2.1062 1.3670
O -1.1518 -1.3960 0.2988
C -2.8713 -3.4879 1.9472
C -2.6301 -1.2795 2.7105
C -0.1453 -4.2188 0.2364
H 2.1726 -3.2549 0.0150
H 1.9387 -1.6771 0.9501
H 1.3072 -1.9026 -0.6216
H 1.9437 -3.9349 2.2543
H 1.4253 -2.5156 3.0072
H 0.5050 -4.1780 4.3614
H -0.3840 -4.9532 3.1572
H -0.7791 -2.1574 4.1946
H -1.8805 -3.4636 4.3440
H -3.1412 -3.0944 0.9672
H -2.5434 -4.5172 1.8022
H -3.7417 -3.6418 2.5850
H -3.1738 -0.7838 1.9062
H -3.3032 -1.5565 3.5218
H -2.0349 -0.4730 3.1388
H -0.9437 -4.6954 0.8052
H 0.6408 -4.9477 0.0393
H -0.6217 -3.9677 -0.7113
H -1.0910 -0.5120 0.6682
O 2.7991 -0.8563 -3.5345
H 2.0009 -0.3791 -3.3078
H 2.5021 -1.5607 -4.1106
O 2.6502 3.2621 -2.4932
H 1.7326 3.3636 -2.2401
H 2.6337 3.2354 -3.4499
O -1.8439 -1.5941 -4.6672
H -1.9871 -1.4779 -5.6064
H -1.4855 -0.7565 -4.3736
*
```

Summary:
HOMO energy = -0.3659 Ha
E_LUMO = -5.629 eV
Frontier orbital gap = 0.159 hartree
F_max = 6.1 eV/Å
M = 561.60 g mol⁻¹

These are the Löwdin partial charges, in e, on atoms 1 to 2: Li 0.8473; Li 0.8867